No. 1
ORCA calculation (wB97M-V/def2-TZVPD) on an isolated molecule of C4H5NO2S in a non-equilibrium geometry.

Output
* energy above the lowest of the compared OMol25 structures with the same formula, charge and spin: 5.032 eV
* multiplicity: 1
* highest occupied orbital energy (spin up / spin down): -9.1 / -9.1 eV
* charge: 0
* electronic energy: -758.69518 hartree
* molecular weight: 131.16 g/mol

Positions of all 13 atoms, in Å:
1 C -0.412 -0.900 0.668
2 C 0.785 -0.111 0.231
3 C -1.641 -1.118 -0.145
4 C 0.692 1.179 -0.486
5 N -2.127 -0.377 0.895
6 O -2.102 -1.571 -1.175
7 O 3.308 0.431 -0.400
8 S 2.473 -0.600 0.257
9 H -0.408 -1.706 1.377
10 H -0.084 0.995 -1.357
11 H 1.585 1.366 -0.993
12 H 0.327 1.831 0.291
13 H -2.396 0.582 0.837

Atomic forces in eV per Å
-1.37 0.10 -0.45
2.49 -1.39 -0.22
-1.45 0.73 -1.98
-3.92 -1.86 -1.25
3.01 -1.61 0.40
1.21 0.47 1.56
-0.22 -0.47 0.23
-2.86 0.20 0.52
0.85 0.10 0.56
0.97 0.77 1.79
1.43 1.03 -0.21
-0.02 1.18 -0.41
-0.11 0.73 -0.53

Results of the Mulliken charge analysis, in e, for atoms 1 through 2: number 1, C, carries -0.2168; number 2, C, carries 0.4131

No. 2
ORCA calculation (wB97M-V/def2-TZVPD) on a 9-piece molecular cluster, C27H52O27S4 overall in a non-equilibrium geometry.

Output
* multiplicity: 1
* SMILES string: CCOS(C)(=O)=O.CCOS(C)(=O)=O.CCOS(C)(=O)=O.CCOS(C)(=O)=O.O=C1OCCO1.O=C1OCCO1.O=C1OCCO1.O=C1OCCO1.O=C1OCCO1
* highest occupied orbital energy: -10.6 eV
* charge: 0
* electronic energy: -4684.21349 hartree
* molecular weight: 936.95 g/mol

Positions of all 110 atoms, in Å:
1 O -23.527 -32.105 -41.205
2 S -23.225 -33.012 -40.136
3 O -22.746 -34.325 -40.414
4 O -22.130 -32.300 -39.170
5 C -22.211 -30.867 -39.079
6 C -21.836 -30.539 -37.662
7 C -24.589 -33.074 -38.982
8 H -23.231 -30.536 -39.291
9 H -21.590 -30.326 -39.791
10 H -21.809 -29.470 -37.454
11 H -20.836 -30.899 -37.395
12 H -22.426 -31.075 -36.915
13 H -24.269 -33.541 -38.056
14 H -25.378 -33.622 -39.490
15 H -24.862 -32.046 -38.761
16 O -20.588 -33.087 -31.404
17 S -20.935 -31.895 -32.131
18 O -19.987 -30.875 -32.433
19 O -21.565 -32.350 -33.520
20 C -22.104 -33.665 -33.708
21 C -22.401 -33.798 -35.195
22 C -22.342 -31.212 -31.257
23 H -23.006 -33.797 -33.109
24 H -21.381 -34.430 -33.428
25 H -22.947 -32.893 -35.473
26 H -23.039 -34.646 -35.439
27 H -21.488 -33.876 -35.781
28 H -22.089 -31.017 -30.220
29 H -23.025 -32.067 -31.214
30 H -22.855 -30.430 -31.808
31 O -19.701 -27.802 -41.679
32 S -20.421 -27.484 -40.475
33 O -21.855 -27.501 -40.418
34 O -19.881 -28.372 -39.274
35 C -18.456 -28.626 -39.138
36 C -18.264 -29.385 -37.849
37 C -19.912 -25.846 -39.939
38 H -17.996 -27.637 -39.039
39 H -18.005 -29.095 -40.010
40 H -18.698 -30.383 -37.891
41 H -18.739 -28.885 -37.007
42 H -17.184 -29.446 -37.705
43 H -20.250 -25.065 -40.608
44 H -18.824 -25.871 -39.893
45 H -20.279 -25.779 -38.918
46 O -20.279 -25.181 -34.345
47 S -20.501 -25.561 -35.714
48 O -19.469 -25.445 -36.694
49 O -20.988 -27.100 -35.763
50 C -21.388 -27.642 -34.496
51 C -21.749 -29.112 -34.644
52 C -22.002 -24.811 -36.336
53 H -22.260 -27.134 -34.081
54 H -20.541 -27.670 -33.809
55 H -20.968 -29.702 -35.112
56 H -22.683 -29.166 -35.208
57 H -21.996 -29.457 -33.642
58 H -22.805 -25.181 -35.702
59 H -22.150 -25.248 -37.323
60 H -21.804 -23.744 -36.376
61 C -26.936 -23.786 -34.795
62 C -25.677 -22.907 -34.846
63 O -24.644 -23.693 -34.290
64 C -25.155 -24.849 -33.856
65 O -24.546 -25.723 -33.327
66 O -26.500 -24.923 -34.032
67 H -27.269 -24.187 -35.752
68 H -27.764 -23.218 -34.374
69 H -25.832 -21.967 -34.316
70 H -25.501 -22.594 -35.878
71 C -16.985 -23.249 -33.932
72 C -16.152 -22.235 -34.738
73 O -16.225 -21.013 -33.985
74 C -16.898 -21.225 -32.851
75 O -17.007 -20.428 -31.967
76 O -17.426 -22.449 -32.830
77 H -16.409 -24.090 -33.547
78 H -17.879 -23.571 -34.461
79 H -16.664 -22.014 -35.678
80 H -15.130 -22.487 -35.005
81 C -16.392 -27.242 -32.890
82 C -17.582 -27.269 -33.862
83 O -17.590 -28.588 -34.393
84 C -16.640 -29.327 -33.768
85 O -16.357 -30.443 -34.072
86 O -16.094 -28.643 -32.744
87 H -16.598 -26.847 -31.900
88 H -15.517 -26.740 -33.308
89 H -17.480 -26.566 -34.686
90 H -18.485 -27.041 -33.295
91 C -21.812 -21.517 -33.021
92 C -22.297 -20.530 -34.061
93 O -21.746 -21.096 -35.260
94 C -20.560 -21.656 -34.902
95 O -19.682 -21.987 -35.631
96 O -20.519 -21.809 -33.567
97 H -22.351 -22.466 -33.028
98 H -21.693 -21.098 -32.027
99 H -22.014 -19.485 -33.946
100 H -23.386 -20.526 -34.156
101 C -25.952 -29.317 -33.878
102 C -27.323 -29.443 -34.511
103 O -27.171 -30.530 -35.446
104 C -25.860 -30.794 -35.609
105 O -25.416 -31.652 -36.305
106 O -25.098 -30.052 -34.777
107 H -25.862 -29.875 -32.942
108 H -25.599 -28.293 -33.774
109 H -27.568 -28.549 -35.083
110 H -28.083 -29.736 -33.795

Atomic forces in eV per Å
-0.15 -0.27 0.14
0.42 0.70 0.83
0.01 0.06 0.19
-0.27 -0.61 -1.14
-0.50 0.58 0.62
0.80 -0.19 0.90
0.43 0.11 -0.56
0.00 -0.07 0.05
0.24 -0.54 -0.16
-0.30 0.01 -0.16
0.16 0.06 -0.51
-0.59 0.30 -0.27
0.05 -0.22 -0.12
-0.15 0.05 0.17
-0.21 -0.03 -0.09
0.19 0.54 -0.21
-0.38 -0.80 0.47
-0.11 -0.02 0.02
0.29 0.80 0.19
-0.04 -1.07 -0.49
-0.31 0.69 0.15
-0.44 -1.19 -0.45
-0.02 0.13 0.06
0.08 0.23 0.35
0.04 -0.11 -0.32
0.05 -0.13 0.28
0.03 0.11 0.02
0.31 0.46 -0.15
-0.04 0.06 -0.04
0.35 0.33 0.15
-0.42 -0.21 0.48
0.46 1.37 -0.39
0.47 -0.58 0.10
-0.53 -0.29 -0.52
0.04 0.94 0.49
0.02 -0.14 -0.27
0.38 -1.10 0.40
0.16 -0.12 0.02
-0.48 -0.24 -0.10
0.20 -0.09 -0.17
0.18 0.23 -0.03
-0.08 -0.20 0.33
-0.22 -0.12 -0.08
0.00 0.21 -0.10
-0.10 0.40 -0.09
0.06 0.07 -0.52
-0.96 -0.72 -0.04
0.15 0.10 0.08
0.46 0.76 0.17
0.23 -1.68 0.75
-1.00 0.82 -0.48
0.88 -0.70 -0.05
0.26 0.43 -0.01
-0.09 0.78 0.00
0.04 -0.08 0.18
0.17 -0.36 -0.20
0.30 -0.22 -0.01
-0.05 0.54 0.25
0.09 0.21 -0.12
-0.44 0.09 0.09
0.24 -0.16 -0.30
-1.14 0.88 -1.00
0.12 0.19 -0.31
-0.70 -0.81 0.79
0.42 0.01 -0.19
0.03 0.70 0.03
0.19 0.26 -0.15
-0.04 -0.50 0.51
0.29 -0.25 0.51
0.60 -0.38 0.03
0.14 0.71 0.07
-0.97 0.40 -1.13
0.68 -0.38 -0.19
0.04 0.48 0.63
-0.14 -0.11 -0.31
-0.21 -0.71 0.48
-0.02 -0.01 -0.01
0.14 -0.17 -0.10
0.04 -0.15 -0.03
0.15 -0.09 0.57
0.20 -0.61 -0.29
0.03 0.67 0.52
0.21 0.18 0.13
-0.17 -0.80 -0.09
-0.10 0.39 0.13
0.26 0.35 -0.08
-0.19 0.09 -0.07
0.02 -0.03 0.02
-0.06 0.04 0.03
-0.25 -0.26 -0.33
0.60 0.33 -0.30
-1.54 -0.40 -0.18
0.37 0.37 -0.10
-0.03 -0.15 0.66
-0.05 -0.01 -0.45
0.47 -0.08 0.15
-0.35 0.25 0.17
0.00 -0.12 0.03
0.55 -0.15 0.15
0.07 -0.15 -0.09
0.56 -0.74 0.24
0.10 -0.18 -0.38
0.19 0.29 0.11
0.25 -0.68 0.56
-0.11 0.21 -0.34
-0.24 0.52 -0.39
-0.26 0.43 0.19
0.05 -0.05 0.03
-0.32 -0.01 0.15
-0.18 0.27 -0.09

Results of the Mulliken charge analysis, in e, for atoms 1 through 2: number 1, O, carries -0.6195; number 2, S, carries 1.1757

No. 3
ORCA calculation (wB97M-V/def2-TZVPD) on C29H24IN3O4S4Ta as an isolated structure.

Output
* energy above the lowest of the compared OMol25 structures with the same formula, charge and spin: 0.000 eV
* multiplicity: 1
* highest occupied orbital energy: -10.3 eV
* charge: +1
* electronic energy: -3532.09587 hartree
* molecular weight: 914.65 g/mol

Positions of all 66 atoms, in Å:
1 Ta -0.199 -1.162 0.217
2 S 0.595 -2.534 -1.622
3 C 2.315 -2.274 -1.909
4 C 2.868 -2.678 -3.125
5 C 4.239 -2.637 -3.314
6 C 5.083 -2.220 -2.291
7 C 4.545 -1.825 -1.079
8 C 3.165 -1.830 -0.908
9 S 2.455 -1.278 0.618
10 C 2.925 0.453 0.486
11 C 2.206 1.155 -0.631
12 C 2.657 2.397 -1.057
13 C 1.997 3.030 -2.090
14 C 0.923 2.386 -2.687
15 C 0.533 1.150 -2.212
16 C -0.585 0.395 -2.856
17 S -1.816 -0.095 -1.610
18 C -2.627 -1.382 -2.501
19 C -3.237 -1.134 -3.724
20 C -3.898 -2.165 -4.366
21 C -3.957 -3.421 -3.769
22 C -3.359 -3.651 -2.542
23 C -2.682 -2.622 -1.886
24 S -1.976 -2.926 -0.304
25 N 1.153 0.550 -1.180
26 H 2.216 -3.038 -3.911
27 H 4.655 -2.951 -4.263
28 H 6.155 -2.215 -2.433
29 H 5.194 -1.520 -0.266
30 H 4.001 0.482 0.312
31 H 2.737 0.922 1.451
32 H 3.515 2.849 -0.577
33 H 2.319 4.002 -2.436
34 H 0.394 2.834 -3.516
35 H -0.217 -0.533 -3.295
36 H -1.076 0.999 -3.615
37 H -3.204 -0.147 -4.169
38 H -4.371 -1.991 -5.323
39 H -4.473 -4.230 -4.268
40 H -3.400 -4.632 -2.086
41 I 0.127 -3.177 2.080
42 C -4.163 -2.179 3.916
43 C -4.122 -0.842 3.168
44 C -2.940 -0.767 2.313
45 N -2.018 -0.801 1.638
46 H -5.062 -2.217 4.527
47 H -3.295 -2.289 4.563
48 H -4.178 -3.012 3.215
49 H -4.096 0.004 3.856
50 H -4.993 -0.716 2.523
51 O 0.537 0.011 2.008
52 C -0.005 1.095 1.637
53 O -0.633 1.065 0.542
54 C 0.108 2.328 2.437
55 C -0.512 3.499 2.008
56 C -0.394 4.657 2.759
57 C 0.347 4.652 3.934
58 C 0.957 3.476 4.328
59 C 0.854 2.304 3.609
60 N 1.758 3.468 5.576
61 O 2.367 2.452 5.835
62 O 1.758 4.479 6.241
63 H -1.084 3.489 1.089
64 H -0.877 5.568 2.435
65 H 0.456 5.537 4.543
66 H 1.334 1.400 3.956

Atomic forces in eV per Å
0.17 0.58 -0.07
-0.01 -0.12 -0.03
0.00 -0.03 -0.07
0.01 0.02 0.03
0.03 0.00 0.01
-0.04 -0.01 -0.03
-0.02 0.01 0.01
0.06 -0.01 -0.04
0.03 -0.15 0.03
0.05 0.09 -0.01
0.07 -0.06 -0.01
0.02 -0.03 -0.03
-0.02 0.00 -0.03
0.05 0.03 -0.02
0.02 -0.14 0.02
0.00 0.05 0.06
0.01 0.03 0.02
-0.02 -0.01 0.00
-0.02 -0.02 -0.01
0.00 0.01 0.00
0.01 0.01 0.01
-0.01 -0.02 -0.02
0.01 0.00 0.05
-0.02 -0.14 -0.07
-0.24 -0.01 0.16
-0.01 0.00 0.00
0.00 0.00 0.00
0.00 0.00 0.00
0.00 0.00 0.00
0.00 0.04 0.01
-0.01 -0.02 0.00
0.00 -0.01 0.00
0.00 0.00 0.00
0.00 0.00 0.00
0.02 0.00 -0.01
-0.02 0.00 0.01
0.00 0.00 0.01
0.00 0.00 0.00
0.00 0.00 0.00
0.00 0.00 0.00
-0.01 -0.12 0.15
0.01 0.00 0.00
0.13 0.01 -0.06
-0.11 -0.03 0.06
0.01 -0.02 -0.15
0.00 -0.01 0.00
0.00 0.00 0.00
-0.01 0.00 0.00
0.00 0.00 0.00
-0.01 0.00 0.00
-0.06 -0.02 -0.05
-0.07 -0.02 -0.05
-0.04 0.12 0.10
0.04 -0.05 0.02
0.01 0.01 0.01
0.00 0.02 0.01
-0.04 0.00 -0.04
0.07 -0.04 0.12
-0.03 0.03 -0.01
0.03 0.02 -0.07
-0.04 0.00 0.00
-0.02 -0.01 -0.01
0.00 0.00 0.00
0.00 0.00 0.00
0.00 0.00 0.00
0.00 0.00 -0.01

Results of the Mulliken charge analysis, in e, for atoms 1 through 2: number 1, Ta, carries -0.5636; number 2, S, carries -0.1151

No. 4
ORCA calculation (wB97M-V/def2-TZVPD) on a 2-piece molecular cluster, C3H5O3 overall in a non-equilibrium geometry.

Output
* energy above the lowest of the compared OMol25 structures with the same formula, charge and spin: 0.249 eV
* multiplicity: 1
* highest occupied orbital energy: -4.2 eV
* charge: -1
* electronic energy: -343.07896 hartree
* molecular weight: 89.07 g/mol

Positions of all 11 atoms, in Å:
1 O 2.366 1.475 -0.529
2 C 1.313 0.888 -0.401
3 C 0.283 0.758 -1.480
4 H 1.053 0.384 0.544
5 H -0.384 1.619 -1.536
6 H -0.288 -0.163 -1.429
7 H 0.811 0.750 -2.444
8 O -1.827 -0.996 2.875
9 C -1.295 -1.405 1.831
10 O -0.891 -0.786 0.815
11 H -1.141 -2.524 1.754

Atomic forces in eV per Å
-0.05 0.08 -0.22
-0.16 -0.24 0.53
0.49 -0.07 -1.34
-0.06 0.07 -0.02
-0.10 -0.03 0.39
-0.16 0.09 0.54
0.06 0.14 0.11
0.04 0.10 -0.08
0.08 -0.32 -0.22
-0.07 0.16 0.17
-0.06 0.02 0.14

Results of the Mulliken charge analysis, in e, for atoms 1 through 2: number 1, O, carries -0.5408; number 2, C, carries 0.1785

No. 5
ORCA calculation (wB97M-V/def2-TZVPD) on a 2-piece molecular cluster, C2H4NO3S2 overall in a non-equilibrium geometry.

Output
* energy above the lowest of the compared OMol25 structures with the same formula, charge and spin: 1.865 eV
* multiplicity: 1
* highest occupied orbital energy: -3.6 eV
* charge: -1
* electronic energy: -1155.44566 hartree
* molecular weight: 154.19 g/mol

Positions of all 12 atoms, in Å:
1 C 1.613 0.785 0.211
2 C -0.426 -0.726 -0.593
3 N 1.176 0.784 1.349
4 O -1.274 1.539 -0.824
5 O 2.217 0.931 -0.760
6 O -1.647 0.091 1.434
7 S -0.113 -2.333 0.246
8 S -1.829 0.100 -0.018
9 H -0.753 -1.012 -1.586
10 H -0.426 1.196 -1.214
11 H 0.191 0.551 1.603
12 H 1.273 -1.907 0.152

Atomic forces in eV per Å
-1.46 0.15 2.78
-1.01 -1.41 -0.71
0.00 0.02 -0.19
-0.23 -0.79 0.26
1.16 0.07 -1.79
-0.01 0.88 1.49
2.63 1.60 -0.51
0.36 0.53 -1.29
0.20 0.06 -0.75
-0.47 0.36 0.51
0.69 -0.03 -0.45
-1.87 -1.44 0.65

Results of the Mulliken charge analysis, in e, for atoms 1 through 2: number 1, C, carries 0.6403; number 2, C, carries -1.0888

No. 6
ORCA calculation (wB97M-V/def2-TZVPD) on C4H11O3 as an isolated structure in a non-equilibrium geometry.

Output
* energy above the lowest of the compared OMol25 structures with the same formula, charge and spin: 6.764 eV
* multiplicity: 2
* highest occupied orbital energy (spin up / spin down): -6.7 / -6.6 eV
* charge: 0
* electronic energy: -384.36741 hartree
* molecular weight: 107.13 g/mol

Positions of all 18 atoms, in Å:
1 C -3.369 0.360 -0.106
2 O -3.673 -0.035 1.127
3 C -1.934 0.953 -0.276
4 C -0.885 0.118 0.266
5 C 0.600 0.328 0.039
6 O 3.817 -1.620 -0.873
7 H -4.180 1.117 -0.374
8 H -3.516 -0.567 -0.815
9 H -1.903 1.567 -1.210
10 H -1.547 0.850 0.996
11 H -1.144 -0.910 0.390
12 H 0.773 0.420 -1.108
13 H 1.262 -0.484 0.330
14 H 1.011 1.191 0.488
15 H 3.411 -2.502 -0.857
16 H 4.292 0.221 1.032
17 H 3.608 -0.938 0.064
18 O 3.378 -0.072 0.885

Atomic forces in eV per Å
-0.49 -0.05 -0.87
0.01 -0.35 0.66
-0.30 -4.06 -1.38
0.98 1.13 -3.82
-0.59 -0.52 -2.24
-0.29 -0.74 -0.52
0.81 -0.70 -0.12
0.29 1.60 0.70
1.05 1.00 1.71
-0.22 1.33 1.37
-0.82 -0.44 1.38
-0.37 0.03 1.74
-0.24 -0.18 0.39
0.43 1.11 0.50
0.30 0.55 0.25
-0.52 0.01 0.13
-0.33 -0.15 -0.37
0.30 0.44 0.47

Results of the Mulliken charge analysis, in e, for atoms 1 through 2: number 1, C, carries -0.3380; number 2, O, carries -0.3084

Question: charge of number 6 (C4H11O3)?
Answer: 0

Question: The lowest electronic energy belongs to which entry?
Answer: C27H52O27S4